Record 1
8 unconnected molecules or ions with the total composition C32H77N9O8 at a distorted geometry. Source: the OMol25 dataset; level of theory: the ωB97M-V functional and the def2-TZVPD basis.

The geometry in XYZ format:
```
126
Properties=species:S:1:pos:R:3:lowdin_charge:R:1
C -0.84465 1.16632 24.32213 -0.0253
C -1.84333 0.76105 25.38183 -0.5212
C -1.74788 1.78250 26.46308 -0.0489
C -3.24933 0.77604 24.86572 -0.1639
C -4.21560 0.13758 25.80125 -0.1960
C -3.79670 -1.21964 26.21559 -0.1576
C -2.46107 -1.24100 26.91433 -0.4797
C -2.39176 -0.55056 28.26592 -0.0080
C -2.00872 -2.67252 27.00499 -0.0293
N -1.57037 -0.65198 25.84562 -0.0597
O -0.25799 -0.69841 26.31712 -0.0889
H -1.26429 2.06034 23.76853 0.1158
H 0.10541 1.51082 24.79639 0.0537
H -0.61915 0.39102 23.59878 0.0738
H -0.83566 1.73153 27.07182 0.0747
H -1.74123 2.78197 25.99678 0.1025
H -2.53966 1.95653 27.24311 0.0989
H -3.62477 1.78911 24.61965 0.1381
H -3.24451 0.28329 23.87638 0.1140
H -4.37429 0.81972 26.67689 0.1200
H -5.17486 0.12413 25.24518 0.1267
H -3.69483 -1.89138 25.34072 0.1354
H -4.53738 -1.77150 26.79469 0.1266
H -2.34054 -1.30615 29.03415 0.0770
H -3.22391 0.09089 28.45901 0.0737
H -1.48821 0.00905 28.45251 0.0620
H -1.44641 -2.85172 27.89192 0.0496
H -1.35019 -2.97935 26.22569 0.0487
H -2.85564 -3.34545 26.93563 0.0950
H -0.16115 -0.12099 27.10797 0.0607
C -4.38587 -2.74955 21.26655 -0.0228
C -3.51675 -2.86897 20.02686 -0.5274
C -2.92738 -4.30384 19.97471 -0.0340
C -4.41009 -2.72303 18.77665 -0.1572
C -4.82251 -1.29515 18.40306 -0.1806
C -3.59966 -0.39628 18.42330 -0.1207
C -2.61871 -0.52848 19.64479 -0.4858
C -1.22310 0.12338 19.34077 -0.0271
C -3.15161 0.22945 20.81626 -0.0523
N -2.38751 -1.96865 19.89607 -0.0729
O -1.61943 -2.01985 21.09907 -0.0559
H -4.74953 -3.72324 21.49314 0.0683
H -3.81779 -2.24150 22.06711 0.0823
H -5.23321 -2.07180 21.17382 0.0741
H -2.21770 -4.43694 20.81858 0.0747
H -3.79954 -4.95644 20.17381 0.0834
H -2.51459 -4.59352 19.00377 0.0816
H -3.89973 -3.25490 17.91208 0.1267
H -5.38166 -3.28355 18.82540 0.1309
H -5.26719 -1.27110 17.43271 0.1005
H -5.57770 -1.09683 19.21760 0.1171
H -3.91293 0.62074 18.33068 0.1089
H -2.99907 -0.67935 17.58277 0.1093
H -1.38272 1.16619 19.04077 0.0816
H -0.68535 -0.40537 18.54851 0.0771
H -0.60431 0.16028 20.24599 0.0795
H -2.80687 1.27199 20.72147 0.0924
H -2.72941 -0.10806 21.74135 0.0522
H -4.21302 0.34772 20.83474 0.0773
H -0.76829 -2.41211 20.83226 0.0488
C 2.72885 -8.38751 24.08775 -0.0396
C 2.08947 -6.98476 24.15247 -0.4687
C 3.13846 -5.90757 23.68777 -0.0229
C 0.89325 -6.88641 23.19153 -0.1474
C 0.07041 -5.59343 23.34409 -0.1726
C -0.39491 -5.52869 24.80101 -0.1165
C 0.64488 -5.79197 25.92805 -0.4632
C 1.41979 -4.46211 26.11419 -0.0368
C 0.01333 -6.14708 27.29794 -0.0158
N 1.55474 -6.87081 25.56626 -0.1283
O 2.61732 -6.84977 26.42184 -0.0644
H 2.96463 -8.59116 23.03875 0.0810
H 3.61747 -8.59954 24.72873 0.0951
H 2.07464 -9.17374 24.35984 0.0637
H 2.68213 -4.91601 23.39968 0.0843
H 3.98862 -5.74621 24.39703 0.0742
H 3.55561 -6.28984 22.76199 0.0854
H 1.23841 -7.02426 22.13024 0.1323
H 0.17601 -7.69530 23.40841 0.1249
H 0.67718 -4.72355 23.01495 0.0808
H -0.81202 -5.71768 22.64556 0.1224
H -1.32924 -6.14211 24.88012 0.1344
H -0.75752 -4.55406 24.98932 0.0711
H 0.73148 -3.69010 26.37540 0.0489
H 1.80310 -4.28501 25.11252 0.0676
H 2.08145 -4.55063 26.90379 0.0520
H 0.70137 -6.47012 28.05647 0.0716
H -0.81131 -6.86068 27.37209 0.0829
H -0.42645 -5.25649 27.72296 0.0542
H 3.27992 -6.14008 26.02126 0.1333
N 0.65593 -1.74342 29.28109 0.1741
C 1.47923 -0.99543 28.55259 -0.6409
N 2.42976 -1.54686 27.69480 0.1996
O 1.38288 0.24693 28.66648 -0.0366
H 0.65117 -2.80390 29.21282 0.1468
H 0.25255 -1.32468 30.09413 0.1124
H 2.75977 -1.01588 26.89491 0.0792
H 2.36605 -2.54363 27.62511 0.0587
N 2.80482 4.23972 26.20914 0.1353
C 2.10999 3.10101 26.49407 -0.6701
N 1.88549 2.82692 27.82764 0.1726
O 1.79823 2.32462 25.63896 0.0165
H 2.78710 5.13315 26.68796 0.0973
H 2.73046 4.39569 25.17514 0.1262
H 2.39562 3.39639 28.50663 0.1092
H 1.54125 1.96896 28.13623 0.0095
N 1.05938 -1.87886 24.08896 0.2045
C 2.22980 -1.22066 23.89139 -0.6095
N 2.56213 -0.26506 24.81157 0.1628
O 3.05796 -1.63277 23.06717 -0.0112
H 0.18769 -1.50870 24.50136 0.0855
H 0.82832 -2.44720 23.28798 0.0770
H 1.73507 0.24056 25.13584 0.0553
H 3.27507 0.36121 24.45628 0.1161
C 5.55639 -3.16298 24.01148 -0.1869
O 5.35928 -2.85193 22.65833 -0.1528
H 6.36884 -2.65480 24.46534 0.0596
H 4.71276 -2.85968 24.57589 0.0478
H 5.69684 -4.24113 24.09754 0.0689
H 4.70568 -2.09009 22.54462 0.0657
C 0.86881 -3.61811 19.78118 -0.1621
O 1.07601 -3.01234 20.99667 -0.1490
H 0.44430 -2.88459 19.01985 0.1028
H 1.89270 -4.02422 19.44266 0.1125
H 0.28870 -4.50715 20.02762 0.0770
H 1.84323 -2.47751 21.07886 0.0640
```

- Relative energy (zero: lowest compared OMol25 entry of this formula, charge and spin): 0.0 kJ/mol
- Largest force on an atom: 0.0758 hartree/bohr
- Frontier orbital gap: 8.78 eV
- Structure (SMILES): CC1(C)CCCC(C)(C)N1O.CC1(C)CCCC(C)(C)N1O.CC1(C)CCCC(C)(C)N1O.NC(N)=O.NC(N)=O.NC(N)=O.CO.CO
- Charge: 0

Record 2
8 unconnected molecules or ions with the total composition C56H75BF21N2O23P at a distorted geometry. Source: the OMol25 dataset; level of theory: the ωB97M-V functional and the def2-TZVPD basis.

The geometry in XYZ format:
```
179
Properties=species:S:1:pos:R:3:lowdin_charge:R:1
C -2.14749 -0.17565 2.99234 0.1761
C -2.73344 -0.71049 2.09549 -0.0605
C -3.49897 -1.60121 1.27868 -0.2499
N -4.80314 -1.47295 1.29248 0.2189
C -5.50719 -2.34466 0.52128 -0.1259
C -6.91663 -2.25383 0.54516 -0.1050
C -7.48609 -1.23036 1.47617 -0.0376
C -7.11713 -1.50731 2.91933 -0.5059
O -6.93099 -2.58719 3.37922 0.1613
O -7.00941 -0.38750 3.69917 0.0667
C -7.66316 -3.08245 -0.23402 0.0549
B -9.25313 -3.06185 -0.25805 -0.6020
O -9.88853 -3.99829 0.53140 0.1861
O -9.98540 -2.21587 -1.06444 0.0567
C -10.51329 -1.00792 -0.50960 -0.2197
C -11.44476 -1.20369 0.67813 -0.0566
C -7.02516 -4.06265 -1.07490 -0.0871
C -7.89015 -4.92100 -1.95150 -0.0575
C -8.40078 -4.08938 -3.13495 -0.3426
C -8.27026 -4.74287 -4.47301 0.0233
O -7.42778 -3.58202 -3.93973 -0.0561
C -5.65801 -4.18409 -1.07766 -0.0814
C -4.91201 -5.20621 -1.90525 -0.1210
C -4.35152 -4.59400 -3.20788 -0.1613
C -2.80938 -4.49038 -3.24378 -0.1959
C -2.29978 -3.09450 -3.65803 -0.1930
C -1.85360 -3.01530 -5.13761 -0.2000
C -0.56367 -2.18435 -5.28231 -0.2078
C -0.89935 -0.67816 -5.15386 -0.2051
C -0.98281 -0.03528 -6.54959 -0.2062
C -1.24763 1.48126 -6.42539 -0.1659
C -2.06776 2.01526 -7.59343 -0.2566
O -2.92611 3.03396 -7.11920 -0.1957
C -3.64769 3.67931 -8.16548 -0.1005
C -4.87711 -3.30369 -0.27238 -0.1144
N -3.52155 -3.41653 -0.29222 0.1886
C -2.86445 -2.58842 0.47631 -0.2053
P -1.04899 -2.70332 0.46051 0.4413
O -0.44389 -1.47548 -0.05201 -0.2532
O -0.76184 -3.96322 -0.48173 -0.1245
O -0.52272 -3.07590 1.91904 -0.1047
H -1.84384 0.55153 3.70477 0.0242
H -7.08122 -0.25427 1.21043 0.1315
H -8.56903 -1.13776 1.42734 0.1103
H -6.42411 0.22749 3.23818 0.1100
H -10.58226 -4.40934 -0.00001 0.1192
H -11.09565 -0.55252 -1.30658 0.1196
H -9.72250 -0.29125 -0.29430 0.1147
H -10.92085 -1.14352 1.62981 0.0744
H -12.26567 -0.49530 0.65293 0.0783
H -11.89391 -2.19268 0.65653 0.0786
H -8.76319 -5.32155 -1.44033 0.1261
H -7.34877 -5.71471 -2.44200 0.1021
H -9.28964 -3.49340 -2.98645 0.1333
H -8.73342 -4.23902 -5.30797 0.1039
H -7.45295 -5.42278 -4.65590 0.1053
H -5.49976 -6.10131 -2.06570 0.1023
H -4.06265 -5.51513 -1.30140 0.1024
H -4.66291 -5.15518 -4.08759 0.1056
H -4.73192 -3.58477 -3.32966 0.0978
H -2.39337 -4.68443 -2.26112 0.0632
H -2.37615 -5.23215 -3.91218 0.1005
H -1.46011 -2.80374 -3.03146 0.0936
H -3.08503 -2.35399 -3.51294 0.1016
H -1.68413 -4.00336 -5.56196 0.0997
H -2.60837 -2.51135 -5.74294 0.1059
H -0.17946 -2.36804 -6.28448 0.0992
H 0.17238 -2.47269 -4.53591 0.0963
H -1.89595 -0.57689 -4.72959 0.1036
H -0.16706 -0.15817 -4.54102 0.1122
H -1.84013 -0.49426 -7.03961 0.1043
H -0.06009 -0.23752 -7.08706 0.1101
H -0.29632 2.00221 -6.36574 0.1121
H -1.80677 1.64893 -5.50848 0.1123
H -1.38622 2.39207 -8.36563 0.1239
H -2.67018 1.22309 -8.04951 0.1146
H -4.65367 3.86372 -7.80254 0.0818
H -3.67449 3.03629 -9.04367 0.0795
H -3.15993 4.62528 -8.39815 0.0835
H 0.19748 -4.09063 -0.47293 0.0931
H -0.92750 -3.90564 2.21203 0.0945
C 0.90947 4.70514 2.50132 -0.0511
C 1.68351 3.69261 3.31747 -0.1796
O 1.33631 3.79630 4.71938 0.0459
C 0.22176 3.19736 5.08489 -0.4022
O -0.52430 2.57806 4.38469 0.1563
C 0.01354 3.36602 6.59965 -0.5430
F 0.23447 4.62825 6.99069 0.1583
F 0.85198 2.57354 7.27834 0.1719
F -1.22746 3.03938 6.95309 0.1675
H 1.06548 5.71022 2.89538 0.0871
H 1.23152 4.68015 1.46314 0.0705
H -0.16078 4.50291 2.53570 0.0792
H 2.75003 3.89359 3.26145 0.1130
H 1.52254 2.67607 2.96347 0.1325
C -7.92553 1.88252 5.51107 -0.0672
C -6.62289 2.54984 5.89044 -0.1861
O -6.61570 3.94523 5.52124 0.0348
C -7.23350 4.77030 6.35071 -0.4062
O -7.78997 4.48343 7.36748 0.1729
C -7.09859 6.21474 5.83543 -0.5503
F -7.34908 6.29001 4.52368 0.1656
F -5.85283 6.66195 6.04601 0.1656
F -7.94320 7.02163 6.46745 0.1745
H -8.13182 2.02083 4.44997 0.0793
H -7.87653 0.81795 5.72190 0.0754
H -8.76091 2.31065 6.06545 0.0808
H -5.79246 2.10378 5.34656 0.1219
H -6.41226 2.44713 6.95385 0.1275
C 4.70796 -4.12806 -3.79371 -0.0584
C 4.33241 -2.71579 -3.40133 -0.1916
O 4.86874 -1.75460 -4.33158 0.0366
C 4.18494 -1.58956 -5.45271 -0.4027
O 3.18108 -2.15203 -5.76987 0.1703
C 4.85612 -0.50137 -6.30837 -0.5471
F 6.18268 -0.67437 -6.36362 0.1601
F 4.61977 0.71023 -5.78827 0.1685
F 4.38479 -0.51359 -7.55083 0.1738
H 5.78968 -4.21998 -3.89472 0.0842
H 4.36340 -4.83265 -3.03756 0.0814
H 4.26203 -4.40145 -4.74934 0.0777
H 4.76661 -2.45796 -2.43803 0.1254
H 3.25281 -2.59126 -3.32346 0.1228
C 10.21807 1.07098 -7.07764 -0.0578
C 9.73566 -0.02284 -8.00473 -0.1899
O 10.74500 -1.03740 -8.18464 0.0353
C 10.83807 -1.94182 -7.22335 -0.4050
O 10.17728 -2.00526 -6.23056 0.1721
C 11.92556 -2.96943 -7.58591 -0.5505
F 13.03333 -2.36955 -8.03390 0.1670
F 11.47924 -3.78922 -8.54681 0.1674
F 12.24935 -3.70515 -6.52776 0.1729
H 11.15733 1.48991 -7.43999 0.0833
H 9.47629 1.86621 -7.01664 0.0834
H 10.39470 0.68484 -6.07435 0.0778
H 9.54441 0.37774 -8.99754 0.1257
H 8.81227 -0.47643 -7.64707 0.1161
C -0.92698 5.24952 10.21127 -0.0516
C 0.26450 6.17759 10.13018 -0.1935
O 0.53773 6.79728 11.40351 0.0352
C 1.21665 6.06560 12.27226 -0.4051
O 1.62442 4.95483 12.11135 0.1729
C 1.46012 6.88185 13.55465 -0.5505
F 0.34858 7.51062 13.95089 0.1667
F 2.40489 7.80684 13.33621 0.1661
F 1.86858 6.09471 14.54355 0.1742
H -1.79783 5.77785 10.60071 0.0859
H -1.16563 4.85545 9.22533 0.0628
H -0.72782 4.41174 10.87902 0.0820
H 0.05789 6.99688 9.44524 0.1268
H 1.15379 5.66289 9.76927 0.1236
C 7.64360 1.08447 1.09146 -0.0514
C 7.52178 2.36381 1.88770 -0.1872
O 6.70200 3.33426 1.19981 0.0409
C 5.39647 3.18064 1.31517 -0.4068
O 4.82008 2.33240 1.92977 0.1658
C 4.67373 4.30868 0.55958 -0.5453
F 5.20230 4.51660 -0.64887 0.1729
F 4.75937 5.45958 1.24320 0.1653
F 3.38416 4.01719 0.40291 0.1644
H 8.01707 1.29350 0.08860 0.0892
H 8.32923 0.39691 1.58428 0.0660
H 6.67695 0.59244 0.98538 0.0793
H 8.49461 2.83577 2.00215 0.1199
H 7.12279 2.18259 2.88482 0.1279
C 13.12328 -3.35216 1.43452 -0.0583
C 12.37241 -3.20732 2.73973 -0.1911
O 12.33076 -1.83042 3.16990 0.0381
C 11.41390 -1.07026 2.59830 -0.4043
O 10.61841 -1.40052 1.76983 0.1665
C 11.47210 0.34791 3.19158 -0.5465
F 12.72610 0.79767 3.27953 0.1733
F 10.94396 0.35826 4.42237 0.1699
F 10.77789 1.19618 2.43511 0.1631
H 14.12182 -2.92307 1.52040 0.0845
H 13.21342 -4.40436 1.16827 0.0839
H 12.60919 -2.83410 0.62579 0.0785
H 12.88332 -3.74245 3.53662 0.1256
H 11.36016 -3.60267 2.66913 0.1257
```

- Largest force on an atom: 0.0650 hartree/bohr
- Frontier orbital gap: 8.14 eV
- Structure (SMILES): C#Cc1nc2c(CC(=O)O)c(B(O)OCC)c(C[C@@H]3CO3)c(CCCCCCCCCCOC)c2nc1P(=O)(O)O.CCOC(=O)C(F)(F)F.CCOC(=O)C(F)(F)F.CCOC(=O)C(F)(F)F.CCOC(=O)C(F)(F)F.CCOC(=O)C(F)(F)F.CCOC(=O)C(F)(F)F.CCOC(=O)C(F)(F)F
- Charge: 0

Which value of largest force on an atom does entry 2 give? 0.0650 hartree/bohr